C29H37Cl5CsN5O4S4 | ωB97M-V/def2-TZVPD

```
85
Properties=species:S:1:pos:R:3
Cs 0.67745 -0.04528 0.15775
N -2.57900 -0.08424 -0.81167
N -3.11144 1.04387 -0.16108
C -3.52774 1.00604 1.09614
N -3.71787 2.24189 1.65787
S -3.75091 -0.41305 1.98512
H -2.88252 -0.07851 -1.77913
H -2.96351 -0.90404 -0.34789
H -2.74486 1.90794 -0.55522
H -3.81925 3.04052 1.05035
H -4.28265 2.23999 2.48911
Cl 2.15056 -2.57415 -1.01462
C 1.15105 -2.45770 -2.50681
C 0.36437 -1.34134 -2.67739
C -0.39815 -1.40404 -3.82386
Cl -1.59330 -0.09886 -4.15366
C -0.36945 -2.43558 -4.76297
Cl -1.34717 -2.40984 -6.18798
C 0.47471 -3.52106 -4.53538
Cl 0.55363 -4.82433 -5.65929
C 1.24186 -3.54321 -3.37468
Cl 2.27417 -4.89732 -3.05091
O 0.05268 -0.49765 2.58996
S 0.94294 -0.86917 3.67767
C 0.27415 -2.39837 4.24219
C -0.84973 -2.84958 3.55272
C -1.48723 -3.99712 4.00217
C -1.01640 -4.65868 5.12457
C 0.09425 -4.18221 5.81516
C 0.75188 -3.04770 5.37994
C 0.66246 0.38206 4.88769
C 1.65486 0.95653 5.67311
C 1.28443 1.92313 6.59663
C -0.04986 2.27965 6.74670
C -1.02870 1.68839 5.96074
C -0.67933 0.73748 5.01526
H -1.22058 -2.30787 2.69390
H -2.36043 -4.36044 3.47599
H -1.51833 -5.55374 5.46963
H 0.45221 -4.70252 6.69452
H 1.61693 -2.67495 5.90687
H 2.68254 0.65139 5.55810
H 2.04321 2.38659 7.21358
H -0.32790 3.02680 7.47942
H -2.06749 1.96912 6.07568
H -1.43264 0.28749 4.37730
C 1.03944 5.26172 -1.15337
N 0.98855 4.09011 -1.98696
C 2.20876 3.44117 -2.46374
C 1.69943 2.11400 -3.04603
N 0.25592 2.26379 -2.92251
C -0.10821 3.33679 -2.20953
S -1.69078 3.66417 -1.71575
H 1.44358 5.02792 -0.16262
H 0.03254 5.64947 -1.03015
H 1.66642 6.02299 -1.62119
H 2.89507 3.26867 -1.63888
H 2.70907 4.06497 -3.20823
H 2.04771 1.25408 -2.47306
H 1.99153 1.97898 -4.08499
H -0.37754 1.48215 -3.02396
C 5.07898 5.74012 1.86371
C 4.29287 4.47546 2.18663
C 4.08825 3.61362 0.94670
S 3.19979 2.09133 1.33991
O 2.46361 1.65747 0.08232
C 4.62800 0.96973 1.53044
C 4.90411 0.15553 0.26856
C 5.81094 0.85626 -0.74009
H 5.18733 6.37024 2.74704
H 4.57307 6.32815 1.09409
H 6.07926 5.50069 1.49670
H 3.31764 4.73460 2.60544
H 4.81756 3.90015 2.95658
H 5.03613 3.36228 0.46896
H 3.44470 4.10636 0.22027
H 4.36106 0.32034 2.36191
H 5.47345 1.59091 1.83684
H 3.95377 -0.06743 -0.22066
H 5.33618 -0.79696 0.57451
H 5.35084 1.77168 -1.12159
H 5.99987 0.20973 -1.59775
H 6.77698 1.11587 -0.29753
O 2.35971 -0.81960 3.04637
O 2.60397 -1.32031 4.45996
```

Summary:
DFT total energy in eV: -152809.30352
2S+1: 1
LUMO level in eV: -0.264

Results of the Mulliken charge analysis, in e, for atoms 1 through 5:
1 Cs 1.352
2 N -0.370
3 N 0.215
4 C 0.368
5 N -0.420

---

C3H9N4 | ωB97M-V/def2-TZVPD

```
16
Properties=species:S:1:pos:R:3
C 0.51167 0.40601 1.60581
N -0.15647 0.47152 -0.04956
C -1.57932 0.82368 -0.37135
N -2.00618 -0.22456 -1.18709
C -1.07012 -1.00446 -1.51167
N 0.07322 -0.78737 -0.75074
N 1.44643 -1.10395 -0.93291
H -0.25746 0.88392 2.29447
H 0.53640 -0.57622 2.04756
H 1.47326 0.88101 1.70521
H 0.27638 1.25853 -0.52953
H -1.66746 1.62224 -1.01158
H -2.05046 0.83829 0.62623
H -0.98964 -1.87956 -2.13831
H 1.60834 -0.87338 -1.88577
H 1.92759 -1.91352 -0.59845
```

Summary:
DFT total energy in eV: -9206.34165
Charge: +1
2S+1: 1
SMILES: C[N@@H+]1CN=CN1N
LUMO level in eV: -3.456

Results of the natural (NBO) charge analysis, in e, for atoms 1 through 5:
1 C -0.361
2 N -0.239
3 C -0.077
4 N -0.414
5 C 0.260

---

C2H8N3 | ωB97M-V/def2-TZVPD

```
13
Properties=species:S:1:pos:R:3
C -0.17945 1.53851 -0.76092
C -0.58445 0.19064 -1.36656
N -0.13383 -1.50417 1.56338
N 0.62230 -0.46509 1.50566
N 0.41349 0.33540 -0.16474
H 0.43554 2.21735 -1.32087
H -0.89257 1.98445 -0.14285
H -0.06850 0.04951 -2.32982
H -0.85484 -1.70919 2.19143
H 0.22376 -2.33927 1.12017
H -1.60699 -0.05582 -1.32438
H 1.30680 0.06656 -0.35390
H 0.22845 0.14888 2.22563
```

Summary:
DFT total energy in eV: -6663.12956
Charge: +1
2S+1: 1
LUMO level in eV: -4.473

Results of the natural (NBO) charge analysis, in e, for atoms 1 through 5:
1 C -0.218
2 C -0.243
3 N -0.494
4 N -0.145
5 N -0.406

---

C4H12N2 | ωB97M-V/def2-TZVPD

```
18
Properties=species:S:1:pos:R:3
C 2.06807 -0.71003 -0.78429
C 0.69460 -1.13806 -0.27353
C -0.08219 0.17457 -0.21060
N 0.70635 1.14214 0.67751
C -1.52803 -0.26958 0.16396
N -2.40010 0.85773 0.72387
H 2.50037 0.05511 -0.06454
H 2.72511 -1.52912 -0.89268
H 2.13778 -0.29226 -1.79516
H 0.68198 -1.42064 0.77534
H 0.14185 -1.90535 -0.81324
H -0.27197 0.78963 -1.14883
H 0.33465 2.09307 0.42077
H 0.46303 0.82674 1.71408
H -1.96081 -0.34968 -0.87179
H -1.58833 -1.20574 0.72174
H -2.59957 1.70796 0.00377
H -2.02279 1.17351 1.65362
```

Summary:
DFT total energy in eV: -7321.17075
2S+1: 1
SMILES: CC[C@H](N)CN
LUMO level in eV: 0.939

Results of the natural (NBO) charge analysis, in e, for atoms 1 through 5:
1 C -0.626
2 C -0.423
3 C -0.048
4 N -0.858
5 C -0.238

---

C44H59BBrN10O4PtS | ωB97M-V/def2-TZVPD

```
121
Properties=species:S:1:pos:R:3
Pt 0.56634 0.69240 0.17280
C 3.42627 0.08337 3.88238
C 3.35401 -0.73203 2.58571
C 4.03970 -0.06107 1.40537
C 1.93942 -1.21521 2.33756
C 1.40788 -2.21793 3.11962
C 0.16065 -2.53345 2.61903
C -0.74043 -3.55677 3.27777
C -2.17071 -3.70208 2.77429
C -0.04766 -4.92347 3.33765
N -0.05381 -1.75610 1.54665
N 1.04129 -0.92559 1.35765
B -1.13479 -1.82297 0.42431
N -0.36329 -1.83808 -0.90438
N 0.52692 -0.83287 -1.14551
C 1.24828 -1.14510 -2.24871
C 0.78272 -2.37498 -2.69069
C -0.19789 -2.80328 -1.82694
C -0.72888 -4.21395 -1.82185
C -2.23931 -4.41683 -1.81169
C -0.05950 -5.00008 -0.68980
C 2.43698 -0.51823 -2.94000
C 3.45938 0.16724 -2.03831
C 1.98251 0.32724 -4.13445
N -1.96952 -0.55289 0.59696
N -1.25826 0.58351 0.82743
C -2.11329 1.61546 1.11578
C -3.36782 1.04548 1.12311
C -3.26741 -0.28154 0.78108
C -4.49307 -1.14099 0.59790
C -4.32745 -2.41789 -0.20291
C -5.20475 -1.39868 1.92981
C -2.00685 3.09537 1.45496
C -2.13227 3.28735 2.97593
C -0.85975 3.92725 0.88339
H 4.43978 0.45707 4.03319
H 3.15815 -0.53104 4.74264
H 2.75115 0.92956 3.87180
H 3.89797 -1.66016 2.77770
H 3.46789 0.77229 1.00994
H 4.21170 -0.78150 0.60651
H 5.00877 0.32864 1.72038
H 1.89415 -2.67515 3.96596
H -0.80685 -3.19180 4.30736
H -2.22246 -4.28536 1.85391
H -2.64223 -2.73518 2.60261
H -2.75274 -4.23200 3.52917
H 0.15683 -5.30587 2.33673
H -0.69550 -5.63863 3.84571
H 0.89580 -4.88077 3.88080
H -1.80134 -2.78919 0.49282
H 1.16420 -2.91676 -3.54131
H -0.36282 -4.61793 -2.76887
H -2.66468 -4.22393 -0.83071
H -2.45511 -5.45573 -2.06425
H -2.74649 -3.78290 -2.54113
H -0.32326 -4.56313 0.27508
H 1.02761 -4.98541 -0.78133
H -0.39235 -6.03865 -0.69866
H 2.95239 -1.38143 -3.36354
H 3.01754 0.71452 -1.21390
H 4.05224 0.88171 -2.61215
H 4.13910 -0.56382 -1.60521
H 1.46612 1.23493 -3.83639
H 1.30140 -0.23801 -4.77414
H 2.85232 0.61084 -4.72976
H -4.28507 1.58351 1.30066
H -5.14441 -0.47925 0.01910
H -3.87448 -3.20509 0.40042
H -3.72272 -2.25605 -1.09496
H -5.30902 -2.77178 -0.52020
H -4.59033 -1.99735 2.60363
H -6.13158 -1.94375 1.74740
H -5.45402 -0.46808 2.43969
H -2.92534 3.48872 1.01734
H -1.30747 2.81240 3.49398
H -3.06681 2.86683 3.34977
H -2.12450 4.35557 3.20296
H -0.03486 4.02730 1.58669
H -1.22715 4.93098 0.66897
H -0.47881 3.52978 -0.04761
N -0.76097 -0.64925 -7.83353
C -0.97556 -0.12620 -6.58302
C -0.80115 1.24353 -6.34761
C -1.01982 1.77468 -5.09530
C -1.40523 0.94060 -4.04651
C -1.57528 -0.42344 -4.26374
C -1.35484 -0.95339 -5.51851
S -1.77142 1.62217 -2.48994
O -2.20189 2.97251 -2.66495
O -2.58908 0.68433 -1.78569
N -0.30027 1.62301 -1.68105
C 0.65415 2.56803 -1.98265
N 0.65597 3.37739 -3.03976
C 1.69973 4.19970 -3.10812
C 2.73479 4.22724 -2.17368
C 2.65077 3.31784 -1.14344
N 1.61352 2.49040 -1.07487
H -0.68170 -0.02678 -8.61689
H -1.07965 -1.57889 -8.03743
H -0.50670 1.89042 -7.16550
H -0.90757 2.83382 -4.91513
H -1.90183 -1.05544 -3.44819
H -1.49320 -2.01475 -5.69188
H 1.71443 4.86762 -3.96220
H 3.56336 4.91353 -2.25751
H 3.39381 3.23256 -0.35953
Br 4.03794 6.25738 6.17936
C 3.17497 5.00011 5.07542
C 2.15814 4.21793 5.60339
C 1.52455 3.29559 4.78704
C 1.90729 3.15459 3.45813
C 2.93021 3.94648 2.94538
C 3.56964 4.87448 3.75221
C 1.22350 2.13188 2.61761
O 0.32030 1.44445 3.06435
O 1.66318 2.02229 1.38503
H 1.86929 4.33046 6.63891
H 0.72938 2.67371 5.17582
H 3.22543 3.83193 1.91130
H 4.36346 5.49586 3.36196
```

Summary:
DFT total energy in eV: -154472.83954
Charge: +1
2S+1: 1
LUMO level in eV: -4.739

Results of the Mulliken charge analysis, in e, for atoms 1 through 5:
1 Pt 2.470
2 C -1.445
3 C 0.271
4 C -1.418
5 C -0.835

---

C13H24N4O2Ru | ωB97M-V/def2-TZVPD

```
44
Properties=species:S:1:pos:R:3
Ru -0.13641 0.08824 0.52355
O 1.99889 0.26652 0.65151
N 1.73634 -0.92439 0.29401
N 1.52950 -0.99124 -1.11800
O 0.28678 -1.13299 -1.34637
C 2.51849 -0.88515 -2.05568
C 3.85363 -0.73665 -1.64358
C 4.82257 -0.62882 -2.61511
C 4.47660 -0.67544 -3.96591
C 3.14862 -0.83617 -4.35893
C 2.15500 -0.93983 -3.41210
H 4.11752 -0.71795 -0.59656
H 5.85677 -0.51517 -2.32466
H 5.24896 -0.58994 -4.71756
H 2.89470 -0.88081 -5.40831
H 1.11923 -1.06634 -3.69085
N -1.32514 -2.48855 4.86169
C -2.28121 -2.31323 3.70282
C -1.90451 -1.17173 2.75988
N -0.83630 -1.46235 1.78954
H -1.73202 -3.11293 5.56611
H -1.12795 -1.59729 5.32787
H -0.43135 -2.90261 4.58411
H -3.25217 -2.10954 4.15127
H -2.33307 -3.27574 3.19440
H -1.63807 -0.26662 3.30959
H -2.80217 -0.93269 2.19255
H -1.11880 -2.20640 1.15129
H 0.01835 -1.78906 2.23881
C -0.12714 2.66423 -0.51715
C -1.60987 2.28968 -0.41162
C -2.12211 1.81816 -1.80425
C -2.47868 3.44413 0.08051
C -1.73328 1.07305 0.42098
H 0.01972 3.47971 -1.22498
H 0.48192 1.82047 -0.90229
H 0.28045 2.96726 0.44719
H -1.96826 2.63660 -2.50899
H -3.18686 1.58996 -1.78050
H -1.57732 0.94405 -2.16738
H -2.37060 4.29491 -0.59259
H -2.18277 3.77052 1.07758
H -3.53042 3.16130 0.10115
H -2.75756 0.84086 0.73699
```

Summary:
DFT total energy in eV: -26484.26557
Charge: +2
2S+1: 1
LUMO level (spin up / spin down) in eV: -7.856 / -7.938

Results of the natural (NBO) charge analysis, in e, for atoms 1 through 5:
1 Ru 0.654
2 O -0.415
3 N -0.010
4 N 0.222
5 O -0.357

---

C14H28BN8RuS2 | ωB97M-V/def2-TZVPD

```
54
Properties=species:S:1:pos:R:3
Ru 0.30166 0.29636 -0.41178
C -3.10609 1.71324 -2.26174
N -3.00368 0.26881 -2.35047
C -4.02348 -0.62528 -2.19158
C -3.48226 -1.86772 -2.32380
N -2.14814 -1.73416 -2.56293
B -1.16810 -2.88231 -2.92521
N -0.03116 -3.02522 -1.84844
C 1.06116 -3.79737 -2.12229
C 1.87529 -3.80988 -1.03689
N 1.28188 -3.02237 -0.09031
C 1.79584 -2.76464 1.24094
C 0.11017 -2.53562 -0.60506
S -1.02430 -1.64445 0.35713
C -1.86026 -0.42748 -2.55993
S -0.31289 0.28782 -2.78422
H -4.15214 1.99938 -2.32190
H -2.56234 2.17623 -3.08086
H -2.69603 2.05965 -1.31222
H -5.03812 -0.31995 -2.00506
H -3.95534 -2.83225 -2.26861
H -1.78039 -3.90612 -2.96982
H -0.63297 -2.62169 -3.96291
H 1.18064 -4.28095 -3.07630
H 2.81218 -4.31612 -0.88193
H 2.86406 -2.96937 1.25372
H 1.30822 -3.40078 1.97871
H 1.61117 -1.72646 1.51405
N 0.39658 2.63533 -0.75102
C 1.43898 3.31863 0.02946
C 2.82379 2.86860 -0.40083
C 3.23732 1.52031 0.15719
N 2.58744 0.39335 -0.55100
H 0.49054 2.86501 -1.73590
H -0.51626 2.94634 -0.43739
H 1.27004 3.08695 1.08203
H 1.36389 4.40257 -0.08524
H 3.54599 3.61110 -0.06304
H 2.87673 2.84640 -1.49487
H 2.98400 1.44781 1.21655
H 4.32201 1.42897 0.06835
H 3.05121 -0.46966 -0.28676
H 2.73702 0.51323 -1.55019
C 0.43805 1.54642 4.72661
N -0.66911 1.03974 3.91103
C -1.90833 0.64763 4.58914
C -0.62096 1.14919 2.62436
N -0.57268 1.25148 1.46281
H 0.13476 2.44845 5.25939
H 1.28987 1.77746 4.09204
H 0.72800 0.78976 5.45430
H -2.34402 1.50582 5.10190
H -1.68741 -0.12448 5.32466
H -2.62201 0.26228 3.86612
```

Summary:
DFT total energy in eV: -51809.18973
⟨S²⟩: 0.842
Charge: +2
2S+1: 2
LUMO level (spin up / spin down) in eV: -7.859 / -7.477

Results of the natural (NBO) charge analysis, in e, for atoms 1 through 5:
1 Ru 0.838
2 C -0.405
3 N -0.311
4 C -0.044
5 C -0.009

---

C8H8O3S | ωB97M-V/def2-TZVPD

```
20
Properties=species:S:1:pos:R:3
O -2.64484 -1.70727 1.29514
C -2.56505 -0.84273 0.41960
O -3.13837 -0.93548 -0.79914
C -2.19568 0.67227 0.71125
S -1.26698 1.42284 -0.61338
C 0.38002 0.72905 -0.20330
C 1.25650 1.25512 0.72354
C 2.50508 0.67398 0.82179
C 2.93989 -0.41312 -0.03425
O 4.13266 -0.92993 0.15270
C 2.00226 -0.97160 -0.90904
C 0.70999 -0.42941 -0.98017
H -3.01045 -0.12296 -1.39862
H -3.14260 1.17354 0.79193
H -1.66478 0.61001 1.63045
H 0.92598 2.11142 1.31119
H 3.19495 0.96171 1.59756
H 4.77723 -0.21294 0.35478
H 2.29874 -1.89876 -1.36582
H -0.10118 -0.84741 -1.59345
```

Summary:
DFT total energy in eV: -25402.89876
2S+1: 1
SMILES: O=C(O)CSc1ccc(O)cc1
LUMO level in eV: 0.473

Results of the natural (NBO) charge analysis, in e, for atoms 1 through 5:
1 O -0.563
2 C 0.789
3 O -0.694
4 C -0.662
5 S 0.209